Record 1
One molecule with the formula C5H12N2O in a non-equilibrium geometry. Source: OMol25; level of theory: the ωB97M-V functional and the def2-TZVPD basis.

Structure (XYZ):
```
20
Properties=species:S:1:pos:R:3
O -3.551 0.375 -1.999
N -1.507 -0.105 -1.301
N 0.562 -0.422 1.018
C 0.012 0.004 -1.478
C 0.814 0.359 -0.285
C 1.736 -1.266 1.206
C -2.363 0.679 -1.972
C 0.056 0.432 2.007
H 1.870 0.152 -0.497
H 0.590 1.401 -0.172
H -0.944 0.879 1.766
H 2.678 -0.752 1.354
H 1.599 -1.806 2.164
H 1.757 -1.878 0.393
H -0.441 -0.277 2.727
H 0.050 1.040 -2.002
H 0.595 1.259 2.472
H -1.927 -0.943 -0.917
H -1.993 1.681 -2.441
H 0.409 -0.814 -2.042
```

Summary:
* HOMO level: -8.839 eV
* lowest unoccupied orbital energy: 0.0312 Eh
* total charge: 0
* SMILES: CN(C)CCNC=O
* energy relative to the best compared isomer or geometry (same formula, charge and spin): 69.18 kcal/mol
* spin multiplicity: 1
* HOMO-LUMO gap: 9.69 eV


Record 2
One molecule with the formula C21H30N4O3 in a non-equilibrium geometry. Source: OMol25; level of theory: the ωB97M-V functional and the def2-TZVPD basis.

Structure (XYZ):
```
58
Properties=species:S:1:pos:R:3
O 0.780 -0.177 -4.096
O -0.808 -3.707 -1.781
O -0.356 -0.791 0.240
N -0.687 -1.530 -2.343
N 0.356 -1.742 -5.736
N -0.549 0.744 3.494
N -0.670 -1.870 -3.700
C -3.514 4.023 2.299
C -2.823 1.640 2.743
C 1.095 -1.280 -6.831
C 0.929 0.906 5.456
C 0.009 0.665 2.165
C 1.746 -1.617 -9.124
C -0.270 -1.928 2.153
C -0.206 -0.690 1.572
C -0.474 -2.848 1.106
C 0.242 -1.189 -4.494
C -0.663 -2.544 -1.434
C 1.883 -0.135 -6.781
C 2.594 0.256 -7.902
C 2.103 0.141 4.854
C -0.519 -2.109 -0.050
C 1.032 -2.018 -8.012
C -1.991 0.645 3.573
C 2.531 -0.477 -9.074
C 0.105 1.665 4.406
C 2.899 -0.600 5.922
C -2.599 3.107 3.103
H -0.186 -2.142 3.198
H -3.337 3.899 1.232
H -4.558 3.793 2.500
H -2.263 0.737 4.626
H 3.304 0.098 6.652
H 1.086 0.843 2.237
H 1.723 -0.575 4.124
H -2.617 1.492 1.681
H -3.875 1.392 2.903
H -0.184 -2.577 -5.914
H -0.310 -0.607 -2.157
H 1.935 0.436 -5.871
H 0.270 0.204 5.970
H 1.687 -2.197 -10.033
H -2.268 -0.365 3.249
H -3.336 5.064 2.557
H 3.727 -1.144 5.473
H 1.300 1.623 6.193
H 2.763 0.840 4.334
H -0.398 1.415 1.464
H 0.761 2.355 3.862
H -1.561 3.381 2.910
H 3.087 -0.164 -9.944
H 2.264 -1.311 6.445
H -2.793 3.252 4.169
H 3.203 1.147 -7.855
H -0.574 -3.911 1.174
H -0.641 2.268 4.929
H 0.420 -2.909 -8.053
H -0.802 -2.877 -3.783
```

Summary:
* HOMO level: -8.304 eV
* lowest unoccupied orbital energy: 0.0268 Eh
* total charge: 0
* SMILES: CCCCN(CCCC)Cc1ccc(C(=O)NNC(=O)Nc2ccccc2)o1
* energy relative to the best compared isomer or geometry (same formula, charge and spin): 68.78 kcal/mol
* spin multiplicity: 1
* HOMO-LUMO gap: 9.03 eV


Record 3
An isolated ion of composition C7H6FN5 and charge +2 in a non-equilibrium geometry. Source: OMol25; level of theory: the ωB97M-V functional and the def2-TZVPD basis.

Structure (XYZ):
```
19
Properties=species:S:1:pos:R:3
F -2.169 0.805 0.458
N 2.518 1.274 -0.930
N 0.701 0.119 -0.480
N -1.834 -2.725 1.024
N 1.725 -0.720 -0.850
N 0.196 -1.848 0.305
C 1.277 1.435 -0.554
C -1.575 -0.373 0.591
C -2.355 -1.439 1.089
C -0.568 -2.776 0.606
C -0.239 -0.533 0.153
C 0.523 2.655 -0.365
C 2.792 -0.021 -1.187
H 3.592 -0.316 -1.730
H 1.089 3.471 -0.002
H 0.331 3.137 -1.386
H -3.348 -1.161 1.490
H -0.411 2.576 0.336
H -2.243 -3.559 1.434
```

Summary:
* HOMO level (alpha / beta): -18.489 / -18.950 eV
* lowest unoccupied orbital energy (alpha / beta): -0.3753 / -0.4720 Eh
* expectation value of S²: 2.016
* total charge: +2
* energy relative to the best compared isomer or geometry (same formula, charge and spin): 0.00 kcal/mol
* spin multiplicity: 3
* HOMO-LUMO gap (alpha / beta): 8.28 / 6.11 eV


Record 4
A 2-piece molecular cluster, C2H4N2S2 overall in a non-equilibrium geometry. Source: OMol25; level of theory: the ωB97M-V functional and the def2-TZVPD basis.

Structure (XYZ):
```
10
Properties=species:S:1:pos:R:3
S -1.468 0.315 0.936
S 0.904 -1.379 0.921
N 0.745 -0.423 -1.991
N 0.022 2.032 -0.968
C 0.352 0.564 -0.968
C 0.052 -0.010 0.457
H 0.922 0.192 -2.766
H -1.173 1.878 -0.919
H 1.951 -1.203 0.119
H -0.465 1.568 -2.372
```

Summary:
* HOMO level: -9.272 eV
* lowest unoccupied orbital energy: -0.0484 Eh
* total charge: 0
* energy relative to the best compared isomer or geometry (same formula, charge and spin): 149.17 kcal/mol
* spin multiplicity: 1
* HOMO-LUMO gap: 7.96 eV


Record 5
One molecule with the formula C5H9NO. Source: OMol25; level of theory: the ωB97M-V functional and the def2-TZVPD basis.

Structure (XYZ):
```
16
Properties=species:S:1:pos:R:3
O 0.353 -0.302 0.907
N 1.252 1.839 0.487
C -1.924 -1.000 0.286
C 2.219 -0.118 -0.567
C 1.238 0.584 0.333
C -1.002 0.057 0.801
C -1.549 0.168 -0.587
H 3.172 -0.283 -0.055
H 1.826 -1.088 -0.885
H -2.292 0.923 -0.824
H 2.401 0.513 -1.440
H -1.375 0.717 1.582
H -0.828 -0.028 -1.375
H 0.522 2.149 1.132
H -1.505 -1.978 0.061
H -2.930 -1.019 0.695
```

Summary:
* HOMO level: -10.141 eV
* lowest unoccupied orbital energy: 0.0397 Eh
* total charge: 0
* SMILES: [H]/N=C(/C)OC1CC1
* energy relative to the best compared isomer or geometry (same formula, charge and spin): 48.13 kcal/mol
* spin multiplicity: 1
* HOMO-LUMO gap: 11.22 eV


Record 6
C31H28IN6O3S5Ti as an isolated structure. Source: OMol25; level of theory: the ωB97M-V functional and the def2-TZVPD basis.

Structure (XYZ):
```
75
Properties=species:S:1:pos:R:3
I -2.122 1.164 -4.677
Ti -0.474 0.121 -0.129
S 0.267 -2.365 -1.131
S -1.383 0.831 1.865
S -2.250 -2.281 1.231
S -1.173 2.248 -0.833
S 2.002 0.863 -1.378
O -2.058 -0.432 -1.216
O 0.778 0.301 -2.007
O 3.225 0.143 -1.534
N 2.832 6.223 -3.649
N 3.304 1.777 1.065
N -4.068 -0.290 -2.154
N 1.675 0.744 2.440
N 0.490 -1.920 1.534
N 1.417 0.759 0.148
C 1.444 4.280 -3.362
C 0.909 -2.497 3.777
C 0.038 -2.143 2.759
C 3.399 3.157 -1.732
C -5.072 2.799 0.087
C -0.034 -5.024 -0.846
C 1.241 3.031 -2.821
C -2.035 -4.988 1.052
C -4.060 1.516 1.857
C 3.595 4.405 -2.271
C -1.536 -6.200 0.602
C 2.168 1.115 1.263
C 1.896 -2.448 -0.312
C 2.377 1.089 3.509
C 1.719 -2.263 1.181
C 2.208 2.476 -1.986
C -2.137 -0.672 -3.592
C 3.998 2.101 2.149
C -0.532 -6.218 -0.351
C -5.174 2.128 1.303
C -3.857 2.851 -0.581
C -2.838 1.571 1.192
C -1.525 -3.777 0.586
C 2.618 4.997 -3.088
C -2.735 2.234 -0.033
C 2.663 -2.618 2.134
C -0.505 -3.799 -0.378
C 2.250 -2.674 3.456
C -2.757 -0.448 -2.245
C 3.573 1.783 3.427
C -1.468 -2.215 2.872
H 0.733 -5.032 -1.611
H 0.693 4.707 -4.016
H -3.772 3.364 -1.531
H 2.957 -2.946 4.231
H -2.839 -4.967 1.777
H -1.948 -7.124 0.985
H 0.345 2.482 -3.065
H -6.122 2.091 1.822
H -4.638 -0.224 -2.981
H 4.925 2.639 1.981
H 4.520 4.932 -2.073
H 3.578 6.796 -3.297
H -4.462 -0.016 -1.265
H -4.133 0.997 2.804
H 1.965 0.791 4.468
H -0.144 -7.157 -0.723
H 4.158 2.705 -1.112
H -2.693 -1.398 -4.178
H 4.138 2.062 4.303
H 2.058 6.715 -4.058
H 2.530 -1.700 -0.784
H 0.549 -2.679 4.781
H 3.672 -2.887 1.850
H -1.747 -3.101 3.443
H 2.331 -3.427 -0.509
H -1.898 -1.349 3.373
H -1.109 -0.992 -3.457
H -5.941 3.283 -0.339
```

Summary:
* HOMO level: -10.149 eV
* lowest unoccupied orbital energy: -0.1186 Eh
* total charge: +1
* energy relative to the best compared isomer or geometry (same formula, charge and spin): 26.15 kcal/mol
* spin multiplicity: 1
* HOMO-LUMO gap: 6.92 eV


Record 7
C17H47Ag3NO19P3 as an isolated structure in a non-equilibrium geometry. Source: OMol25; level of theory: the ωB97M-V functional and the def2-TZVPD basis.

Structure (XYZ):
```
90
Properties=species:S:1:pos:R:3
Ag -2.053 5.351 -6.182
Ag -5.929 0.938 -7.124
Ag -4.378 -5.417 -5.809
P -1.974 4.661 6.821
P 8.325 -0.867 -2.404
P -6.141 -2.417 4.337
O -6.617 -2.577 5.734
O -1.398 3.291 6.106
O -4.783 -3.204 3.916
O -1.431 -6.853 -3.342
O -0.468 -5.985 -5.819
O 9.378 -0.995 -1.130
O -3.146 -1.093 -3.377
O -3.078 4.023 7.809
O -5.834 -0.871 3.963
O 7.841 -2.422 -2.649
O -0.835 5.088 7.832
O 1.645 4.866 -4.153
O -2.323 0.860 -3.539
O -7.243 -2.959 3.226
O 8.800 -0.255 -3.693
O 7.095 -0.066 -1.766
O -1.329 -0.673 -2.290
O -0.062 6.708 -2.528
O -2.380 5.728 5.849
N -2.245 -0.324 -3.030
C -4.488 4.110 7.574
C -1.837 -6.759 -1.944
C -3.534 -2.758 4.496
C 10.291 0.042 -0.891
C 0.192 -4.700 -5.821
C -5.865 -0.389 2.595
C -0.002 -6.906 -3.591
C -0.493 3.386 5.061
C 7.209 -2.806 -3.882
C 0.324 5.796 7.421
C 2.107 3.603 -4.547
C -7.623 -4.330 3.257
C 1.320 6.574 -2.454
C 1.835 5.176 -2.791
C -0.813 6.161 -1.503
C 0.181 -7.011 -5.119
C 6.198 -0.659 -0.790
H 0.424 6.674 8.059
H 7.242 -1.991 -4.605
H -3.627 -2.189 5.421
H 1.710 2.762 -3.979
H -0.118 -8.006 -5.448
H -0.471 -3.943 -6.239
H -5.226 0.489 2.512
H -2.884 -3.602 4.728
H 1.867 7.175 -3.181
H -5.443 -1.132 1.918
H 0.431 2.868 5.319
H 1.293 5.330 7.601
H 6.598 -0.727 0.222
H 1.229 -6.849 -5.373
H -4.942 3.138 7.768
H 0.351 -7.801 -3.078
H 1.848 3.347 -5.574
H 10.095 0.508 0.074
H 1.253 4.493 -2.173
H -8.699 -4.501 3.237
H -4.655 4.404 6.538
H 0.495 -6.017 -3.202
H -0.832 5.073 -1.456
H -0.202 4.367 4.685
H 5.276 -0.080 -0.736
H -2.824 -6.297 -1.906
H 10.314 0.878 -1.590
H 5.747 -1.571 -1.180
H -7.300 -4.882 2.374
H -2.982 -2.173 3.761
H -7.352 -4.817 4.194
H -1.850 6.465 -1.641
H -5.010 4.782 8.255
H 1.110 -4.698 -6.409
H 1.696 6.902 -1.485
H -6.851 -0.103 2.228
H 11.325 -0.301 -0.935
H -0.895 2.762 4.263
H -0.525 6.509 -0.510
H 7.874 -3.559 -4.306
H 3.177 3.399 -4.496
H -1.879 -7.705 -1.405
H -1.162 -6.125 -1.368
H 6.199 -3.172 -3.699
H 2.883 5.059 -2.515
H 0.280 6.103 6.376
H 0.569 -4.312 -4.875
```

Summary:
* HOMO level: -11.868 eV
* lowest unoccupied orbital energy: -0.3356 Eh
* total charge: +2
* energy relative to the best compared isomer or geometry (same formula, charge and spin): 185.14 kcal/mol
* spin multiplicity: 1
* HOMO-LUMO gap: 2.73 eV


Record 8
A 3-piece molecular cluster, C3H12N2O2 overall in a non-equilibrium geometry. Source: OMol25; level of theory: the ωB97M-V functional and the def2-TZVPD basis.

Structure (XYZ):
```
19
Properties=species:S:1:pos:R:3
O -2.109 -3.240 -1.183
O -4.460 -0.075 -3.082
N -0.012 -1.543 0.885
N 0.850 0.546 0.500
C 1.819 1.323 1.251
C 2.964 1.823 0.371
C 0.025 -0.327 1.223
H -3.701 0.165 -3.637
H -0.579 0.204 1.959
H 2.251 0.754 2.083
H -4.167 0.241 -2.206
H 3.624 2.474 0.934
H 3.482 0.947 -0.013
H 1.287 2.168 1.698
H -0.671 -2.119 1.397
H -1.564 -2.489 -0.976
H 1.214 -0.045 -0.243
H -2.808 -3.204 -0.508
H 2.556 2.397 -0.454
```

Summary:
* HOMO level: -9.503 eV
* lowest unoccupied orbital energy: 0.0219 Eh
* total charge: 0
* SMILES: [H]/N=C/NCC.O.O
* energy relative to the best compared isomer or geometry (same formula, charge and spin): 29.32 kcal/mol
* spin multiplicity: 1
* HOMO-LUMO gap: 10.10 eV


Record 9
An isolated ion of composition C14H21BrNO and charge +1. Source: OMol25; level of theory: the ωB97M-V functional and the def2-TZVPD basis.

Structure (XYZ):
```
38
Properties=species:S:1:pos:R:3
Br 4.999 1.630 0.490
O 0.845 -1.429 0.736
N -1.149 0.230 1.253
C -1.224 1.646 0.763
C 2.687 -2.266 -0.651
C -1.972 -0.800 0.566
C -1.706 2.485 -1.487
C 2.803 -0.167 0.526
C 3.967 -2.045 -1.137
C -1.418 -2.186 0.888
C 4.077 0.031 0.026
C -0.048 -2.425 0.249
C 4.671 -0.902 -0.810
C -3.025 2.123 -0.808
C 2.110 -1.323 0.185
C -0.631 1.782 -0.649
C -2.666 2.163 0.678
H -1.560 3.563 -1.445
H 4.418 -2.781 -1.783
H 0.314 -3.423 0.518
H -0.164 -0.125 1.146
H -1.340 -2.318 1.969
H 5.664 -0.736 -1.194
H 2.166 -3.170 -0.921
H -1.375 0.215 2.251
H -0.647 2.229 1.485
H -3.355 1.596 1.301
H -1.924 -0.623 -0.509
H 0.297 2.350 -0.638
H -3.816 2.826 -1.053
H 2.357 0.560 1.186
H -3.011 -0.719 0.886
H -0.402 0.802 -1.068
H -2.688 3.197 1.021
H -2.104 -2.943 0.510
H -0.117 -2.358 -0.844
H -3.358 1.129 -1.108
H -1.677 2.181 -2.531
```

Summary:
* HOMO level: -11.799 eV
* lowest unoccupied orbital energy: -0.0957 Eh
* total charge: +1
* SMILES: Brc1cccc(OCCC[NH2+]C2CCCC2)c1
* energy relative to the best compared isomer or geometry (same formula, charge and spin): 0.00 kcal/mol
* spin multiplicity: 1
* HOMO-LUMO gap: 9.19 eV


Record 10
A 2-piece molecular cluster, C15H25F3O8S2 overall in a non-equilibrium geometry. Source: OMol25; level of theory: the ωB97M-V functional and the def2-TZVPD basis.

Structure (XYZ):
```
53
Properties=species:S:1:pos:R:3
S 3.472 2.247 0.493
S -5.321 -1.186 0.865
F 1.680 -2.968 0.029
F 1.660 -0.901 0.618
F -0.002 -1.714 -0.483
O 3.548 1.782 -2.114
O 0.871 4.014 0.720
O -4.862 1.377 -0.690
O 0.561 -1.958 2.859
O -2.744 0.970 -0.267
O 4.400 -1.015 -0.112
O -0.190 2.165 0.173
O -0.764 -3.215 1.556
C -1.484 -3.698 2.708
C 0.801 2.867 0.704
C -4.249 -0.850 -0.571
C -3.998 0.638 -0.531
C 2.287 2.178 -2.591
C 3.436 1.071 -0.916
C 0.216 -2.362 1.796
C 4.649 0.155 -0.823
C 1.869 1.980 1.289
C -2.543 -2.707 3.140
C -1.386 2.888 -0.058
C 3.423 -1.843 -0.707
C -1.394 1.628 -2.210
C 0.892 -1.980 0.474
C -2.234 2.070 -1.018
H 2.475 2.752 -3.475
H 1.967 2.254 2.319
H -0.466 2.157 -2.270
H -5.473 -2.520 0.835
H -1.946 -4.632 2.398
H -3.133 -3.117 3.958
H -2.989 2.748 -1.378
H 1.671 1.324 -2.845
H 2.625 -1.998 0.010
H 2.496 0.537 -0.901
H -3.208 -2.471 2.308
H -1.955 3.012 0.847
H -3.322 -1.380 -0.460
H -1.216 3.838 -0.525
H 5.410 0.685 -0.280
H -4.758 -1.046 -1.494
H 1.573 0.960 1.164
H -2.093 -1.772 3.473
H 3.024 -1.437 -1.622
H 5.033 -0.016 -1.819
H 3.819 -2.821 -0.939
H -0.792 -3.927 3.516
H -1.212 0.567 -2.199
H -1.926 1.880 -3.110
H 1.802 2.790 -1.842
```

Summary:
* HOMO level: -8.681 eV
* lowest unoccupied orbital energy: 0.0113 Eh
* total charge: 0
* SMILES: COC[C@H](OC)SCC(=O)OC[C@@H](C)OC(=O)CS.CCOC(=O)C(F)(F)F
* spin multiplicity: 1
* HOMO-LUMO gap: 8.99 eV


Record 11
One molecule with the formula C2H4ClFN2 in a non-equilibrium geometry. Source: OMol25; level of theory: the ωB97M-V functional and the def2-TZVPD basis.

Structure (XYZ):
```
10
Properties=species:S:1:pos:R:3
Cl -0.610 2.128 0.645
F -1.642 -0.056 1.277
N 1.010 -0.290 0.621
N 0.185 -0.580 -1.632
C -1.092 0.445 0.078
C 0.133 -0.308 -0.346
H 1.085 -0.804 -1.944
H 0.535 -0.533 1.508
H 2.104 -0.461 0.640
H -1.708 0.460 -0.848
```

Summary:
* HOMO level: -9.770 eV
* lowest unoccupied orbital energy: 0.0254 Eh
* total charge: 0
* SMILES: [H]/N=C(\N)[C@@H](F)Cl
* energy relative to the best compared isomer or geometry (same formula, charge and spin): 22.83 kcal/mol
* spin multiplicity: 1
* HOMO-LUMO gap: 10.46 eV